The following is a quantum chemistry calculation of a structure of composition C35H33Cl2MnN4OPS2, from the OMol25 dataset.

Each line ends with the Löwdin charge.
CARTESIAN COORDINATES (ANGSTROEM)
N (0.561, 2.442, -1.203)  -0.086
H (-5.662, -0.476, 2.412)  0.114
H (3.162, 0.422, -2.810)  0.093
H (-4.397, -4.750, 0.792)  0.111
C (2.863, -3.105, -0.820)  -0.085
N (0.960, 3.129, -3.430)  0.132
H (2.831, -3.023, -1.897)  0.095
H (7.364, 1.715, -1.117)  0.090
H (-0.137, -4.459, 0.866)  0.104
C (3.814, 0.506, -1.957)  0.065
H (6.744, 1.894, 0.529)  0.108
C (3.902, 0.798, 3.773)  -0.057
C (3.407, 0.576, -0.601)  -0.379
O (2.274, 0.564, -0.063)  -0.151
C (1.859, -2.818, 1.352)  -0.110
C (1.598, 5.380, -4.011)  -0.020
C (3.997, -3.638, -0.223)  -0.071
C (0.888, 3.649, -0.746)  -0.084
H (4.970, -0.231, 5.323)  0.109
H (-4.089, -1.731, 3.859)  0.110
H (-2.204, -5.617, 1.518)  0.112
H (6.924, -0.105, -3.024)  0.096
Cl (-2.132, 1.572, -0.178)  0.751
C (-1.809, -0.149, 1.887)  -0.678
H (0.448, -3.687, -2.593)  0.071
C (-3.491, -4.232, 0.507)  -0.063
H (1.227, -2.149, -3.079)  0.025
C (5.757, -0.675, 3.378)  -0.069
H (-2.466, -1.514, -1.224)  0.104
C (3.801, 1.051, 2.415)  -0.005
C (-2.737, 0.537, 1.096)  -0.634
C (2.992, -3.354, 1.940)  -0.058
C (6.921, 1.185, -0.277)  0.018
C (0.384, -2.599, -2.561)  -0.266
H (2.173, 4.926, -4.816)  0.087
C (5.644, -0.458, 2.014)  -0.032
C (-1.162, -2.909, -0.222)  -0.356
C (6.106, 0.606, -3.135)  -0.001
H (-4.767, 0.984, 0.606)  0.111
H (6.289, -0.981, 1.320)  0.111
C (-3.565, -3.081, -0.267)  -0.065
C (-2.403, -2.419, -0.627)  -0.101
H (4.825, -3.962, -0.841)  0.109
C (4.677, 0.419, 1.542)  -0.184
N (5.649, 0.612, -0.698)  -0.054
C (-4.595, -0.384, 2.263)  -0.070
H (3.046, 1.721, 2.031)  0.112
N (4.557, 0.671, 0.146)  0.070
Cl (-1.305, -1.892, 3.905)  0.692
H (6.519, -1.346, 3.752)  0.110
H (0.674, 5.766, -4.446)  0.096
H (7.612, 0.419, 0.068)  0.091
P (0.297, -2.038, -0.834)  0.959
H (-0.531, -2.283, -3.063)  0.044
S (0.245, 0.567, -2.916)  0.691
H (4.937, -4.198, 1.619)  0.110
C (5.184, 0.558, -1.969)  -0.248
C (1.244, 4.654, -1.618)  0.004
C (1.780, -2.705, -0.040)  -0.351
H (1.036, -2.486, 1.970)  0.052
C (1.260, 4.351, -2.982)  -0.303
S (-0.071, 0.019, 1.712)  0.662
C (0.620, 2.229, -2.526)  -0.782
Mn (0.251, 0.393, -0.563)  0.253
H (0.848, 3.794, 0.327)  0.130
C (-3.721, -1.086, 3.074)  -0.103
H (5.557, 0.371, -4.042)  0.091
H (1.498, 5.640, -1.259)  0.116
C (-2.355, -0.973, 2.878)  -0.674
H (6.536, 1.603, -3.252)  0.092
C (4.885, -0.052, 4.259)  -0.074
C (-1.092, -4.064, 0.552)  -0.069
H (3.214, 1.278, 4.455)  0.112
C (-2.259, -4.720, 0.915)  -0.061
C (-4.104, 0.431, 1.257)  -0.105
H (2.148, 6.215, -3.581)  0.081
C (4.058, -3.771, 1.154)  -0.074
H (-4.524, -2.697, -0.587)  0.113
H (3.041, -3.444, 3.017)  0.114

Values from the calculation:
- Charge: +1
- ΔE to the lowest compared entry with this formula, charge and spin: 23.20 kJ/mol
- Kohn-Sham gap (alpha / beta): 6.24 / 8.14 eV
- HOMO level (alpha / beta): -10.3 / -10.5 eV
- <S²>: 6.20
- E: -132160.91135 eV
- Spin multiplicity: 5